Density functional theory data (ωB97M-V/def2-TZVPD) for C51H45N8PRe as an isolated structure at a distorted geometry.

XYZ file:
```
106
Properties=species:S:1:pos:R:3:mulliken_spin:R:1
Re 0.3584 -0.5344 0.1904 1.050
C 2.3421 4.6171 -0.5342 0.000
N 2.2964 3.2088 -0.2355 0.001
C 1.1893 2.4435 -0.2900 0.041
N 1.4682 1.1886 0.0740 -0.021
C 2.7956 1.1481 0.3764 -0.062
C 3.3357 2.4184 0.1882 0.007
C 4.7021 2.8201 0.4435 0.002
C 5.3646 2.2509 1.5502 0.004
C 6.6829 2.5518 1.8034 -0.001
C 7.3733 3.4197 0.9589 0.003
C 6.7326 3.9706 -0.1504 -0.001
C 5.4050 3.6899 -0.4027 0.002
C 3.3641 -0.1362 0.7655 0.036
C 4.5609 -0.6119 0.2278 -0.008
C 5.0361 -1.8569 0.6013 0.001
C 4.3316 -2.6332 1.5137 -0.001
C 3.1338 -2.1766 2.0379 0.023
C 2.6221 -0.9395 1.6577 0.003
P -0.5125 2.9133 -0.7815 -0.002
C -0.7184 1.4758 -1.9151 -0.023
N -0.4781 0.1719 -1.6613 -0.041
C -0.8061 -0.5171 -2.7931 -0.011
C -1.2545 0.3953 -3.7571 0.002
N -1.1764 1.6272 -3.1725 0.006
C -1.4555 2.8967 -3.7950 0.000
C -1.6595 0.1479 -5.1281 -0.004
C -2.7540 0.8161 -5.7028 -0.001
C -3.0959 0.5884 -7.0190 0.000
C -2.3487 -0.2930 -7.8004 -0.005
C -1.2744 -0.9782 -7.2343 0.001
C -0.9348 -0.7712 -5.9148 -0.003
C -0.7635 -1.9670 -2.9000 0.017
C -1.8508 -2.6543 -3.4577 0.000
C -1.8143 -4.0285 -3.5677 -0.002
C -0.6929 -4.7323 -3.1471 0.002
C 0.3954 -4.0579 -2.6053 0.007
C 0.3601 -2.6830 -2.4706 0.006
C -1.2912 2.0688 0.6582 0.014
N -1.1001 0.8014 1.0812 -0.015
C -1.8919 0.6311 2.1783 0.015
C -2.5669 1.8286 2.4363 -0.007
N -2.1707 2.6983 1.4628 0.025
C -2.6504 4.0432 1.2697 -0.001
C -3.5231 2.1220 3.4887 0.001
C -4.5262 1.1857 3.8131 -0.002
C -5.4406 1.4659 4.8048 0.001
C -5.3770 2.6702 5.5010 -0.003
C -4.3639 3.5834 5.2120 0.000
C -3.4561 3.3263 4.2075 -0.001
C -2.0160 -0.5989 2.9442 0.003
C -2.3363 -1.7961 2.2978 0.005
C -2.5370 -2.9410 3.0438 -0.002
C -2.3923 -2.9159 4.4266 0.001
C -2.0757 -1.7279 5.0712 0.000
C -1.9018 -0.5717 4.3403 0.001
H 1.3433 5.0409 -0.4263 0.000
H 2.6777 4.7832 -1.5595 0.000
H 3.0205 5.1209 0.1552 -0.001
H 4.8192 1.6053 2.2239 -0.001
H 7.1775 2.1311 2.6663 0.000
H 8.3998 3.6741 1.1707 0.000
H 7.2810 4.6105 -0.8232 0.000
H 4.9348 4.0926 -1.2849 0.000
H 5.1001 -0.0099 -0.4887 -0.001
H 5.9632 -2.2229 0.1892 0.000
H 4.7352 -3.5814 1.8342 0.000
H 2.6217 -2.7553 2.7909 0.000
H 1.8208 -0.5009 2.2665 -0.022
H -1.3607 2.8103 -4.8763 0.000
H -0.7468 3.6475 -3.4457 0.000
H -2.4648 3.2346 -3.5560 0.000
H -3.3682 1.4673 -5.1023 0.000
H -3.9555 1.0821 -7.4439 0.000
H -2.6034 -0.4474 -8.8379 0.000
H -0.6919 -1.6556 -7.8405 0.000
H -0.0741 -1.2678 -5.4920 0.000
H -2.7218 -2.1060 -3.7857 0.000
H -2.6501 -4.5571 -4.0010 0.000
H -0.6555 -5.8012 -3.2763 0.000
H 1.2847 -4.6087 -2.3399 0.000
H 1.2427 -2.1449 -2.1272 -0.008
H -3.6078 4.1686 1.7751 0.000
H -2.7846 4.2420 0.2065 0.001
H -1.9388 4.7671 1.6711 0.001
H -4.6120 0.2746 3.2398 0.000
H -6.2254 0.7611 5.0275 0.000
H -6.1109 2.8995 6.2565 0.000
H -4.2764 4.4884 5.7898 0.000
H -2.6578 4.0268 4.0181 0.000
H -2.5125 -1.7970 1.2285 -0.007
H -2.8499 -3.8481 2.5552 0.000
H -2.5529 -3.8122 5.0047 0.000
H -1.9788 -1.7127 6.1443 0.000
H -1.6590 0.3551 4.8334 0.000
C 1.6485 -5.2108 1.2382 0.003
N 0.3038 -4.7494 0.9368 -0.021
C -0.7739 -5.7142 1.0319 0.004
C 0.0804 -3.5190 0.6942 0.065
N -0.1287 -2.3890 0.4497 -0.075
H 1.8241 -6.1784 0.7651 0.000
H 1.7743 -5.3356 2.3163 -0.002
H 2.3913 -4.5040 0.8704 -0.001
H -0.4784 -6.6272 0.5146 -0.001
H -1.6806 -5.3236 0.5756 -0.001
H -0.9662 -5.9655 2.0766 -0.001
```

- <S²>: 0.797
- Multiplicity: 2
- Lowest unoccupied orbital energy (spin up / spin down): -14.27 / -13.58 eV
- Charge: +4